[1]
Entry from OMol25: a molecular structure, C13H26BCuFN2O4 in a non-equilibrium geometry (the ωB97M-V functional and the def2-TZVPD basis).

Geometry as XYZ:
```
48
Properties=species:S:1:pos:R:3
F -3.3940 -2.9327 1.0291
H -2.1052 -0.9812 1.1910
N 0.9328 -1.0577 -0.2014
H -3.3742 1.9677 -1.1214
H -0.6771 3.0040 -2.8127
C -1.6787 -2.1783 -0.5205
H 4.9999 -0.7229 -0.2935
H 4.5188 0.9485 -0.0683
C -3.0844 -2.6899 -0.2972
H 5.0235 0.2749 2.5514
C 4.5890 -0.0178 0.4302
H 6.1056 -0.8600 1.7333
H -1.8963 2.4755 0.5030
H -3.7393 -1.8371 -0.6164
H -4.3877 0.6520 0.9168
H 2.0620 0.6975 -0.5588
H -0.0264 3.4765 -1.2212
C 5.5441 0.0648 1.6209
O 0.3928 1.7735 0.7196
B -0.3013 1.2752 -1.5620
N -4.2666 0.3864 -0.0515
O 0.2501 -0.0835 1.9008
H -3.3018 -3.5855 -0.8816
H -0.8873 -2.1765 1.4798
C -1.2446 -1.4578 0.7425
H -1.0303 -2.9964 -0.8199
C 0.6068 1.2126 1.9233
H -5.0950 0.7065 -0.5347
H 1.0111 2.7571 -2.4699
C -1.9680 1.3985 0.3865
H 6.2824 0.8505 1.4765
H -1.6896 -1.4832 -1.3575
C 0.0191 2.7406 -2.0147
H -2.2062 0.9838 1.3662
H 2.8735 0.0833 1.6874
H 1.1337 -1.9492 0.2400
O -0.4401 0.2844 -2.4891
C -3.0686 1.0421 -0.6370
C -0.1274 -0.4556 0.5497
H -0.0345 0.5141 -3.3305
H 3.2467 -1.5416 1.1413
C 3.1963 -0.4983 0.8246
H 2.7088 -0.7770 -1.2164
H -2.6743 0.3705 -1.3951
C -0.5555 0.9267 -0.0222
O 1.0808 1.7783 2.8809
Cu -5.5459 -2.0097 -0.4662
C 2.2223 -0.3536 -0.3354
```

Calculated values
HOMO   -0.43501 Ha
Charge   +1



[2]
Entry from OMol25: a molecular structure, C16H17Cl5MgO8S in a non-equilibrium geometry (the ωB97M-V functional and the def2-TZVPD basis).

Geometry as XYZ:
```
48
Properties=species:S:1:pos:R:3
H 0.7308 -3.2823 -2.7110
C -0.3944 0.8358 -1.7446
C 0.8301 1.4030 -2.0508
C -3.7441 1.7381 3.5786
H 5.8094 -1.6658 -0.2459
Cl -2.1027 -2.9509 1.8802
O -4.2805 -0.5765 3.3495
C -3.9088 1.8574 0.7018
C -0.5010 -0.5398 -1.6317
Cl -0.8694 -4.7592 3.7554
H -3.4976 3.8969 -0.0794
O -3.6823 1.6204 4.7785
H -1.0611 2.1489 3.4219
O -1.1231 2.0233 2.4604
O 6.4027 0.1792 -1.0049
O -3.9645 2.0488 -0.5060
Cl -5.9891 -0.0658 5.3547
S 5.8041 1.0128 -2.2201
H 7.3317 -1.6473 -1.1332
C -4.0652 0.5278 2.7208
H 3.3767 2.2019 -2.1964
O -3.3722 4.1444 0.8685
H 1.2937 -3.2114 -1.0797
C 1.9388 0.5967 -2.2776
Cl 0.1739 -4.5551 1.0825
H 2.6691 -1.4214 -2.3723
C -3.5737 3.0611 1.5373
H -3.2532 3.8640 3.5172
H -0.4664 -3.1773 -1.4164
C 1.8245 -0.7823 -2.1781
H 3.3479 1.2312 -3.7299
H -4.2238 -0.3789 4.3362
C -3.4985 3.0035 2.9102
O 4.3039 0.3139 -2.1828
H -1.2641 1.4462 -1.5828
C 3.2867 1.1911 -2.6336
H -1.4431 -0.9895 -1.3598
C 0.5975 -1.3580 -1.8492
Cl -2.3928 -5.7962 1.5406
C 6.3218 -1.2589 -1.1075
C -1.2989 -4.5142 2.0629
C -4.1343 0.6150 1.3606
H 0.9078 2.4788 -2.0963
O 6.4262 0.5599 -3.4370
H 5.8232 -1.5855 -2.0110
C 0.5126 -2.8501 -1.7367
Mg 2.7588 3.6084 -3.3884
H -4.3674 -0.2423 0.7455
```

Calculated values
HOMO   -0.25907 Ha
Charge   0